This record from the OMol25 dataset describes a cluster of 10 separate species, C78H168N8O10 in total at a distorted geometry. The level of theory is ωB97M-V with the def2-TZVPD basis set.

Each line ends with the Löwdin charge.
Atoms and positions in Å:
1 C -3.6870 7.3757 8.5921  -0.069
2 C -4.2927 6.0898 9.1718  -0.495
3 C -3.8849 6.1509 10.6692  -0.028
4 C -5.8389 6.2798 8.8788  -0.120
5 C -6.6463 4.9935 9.0514  -0.180
6 C -6.0622 3.8543 8.1825  -0.134
7 C -4.5124 3.6564 8.3976  -0.435
8 C -4.4130 2.7758 9.6065  -0.059
9 C -3.8837 2.7911 7.1311  -0.020
10 N -3.7628 4.9569 8.4282  -0.148
11 O -2.4076 4.8495 8.5349  0.004
12 H -3.7933 7.4780 7.5121  0.084
13 H -4.3230 8.1743 8.9739  0.079
14 H -2.6675 7.6100 8.8986  0.083
15 H -3.7545 7.1271 11.1362  0.084
16 H -4.5525 5.4769 11.2060  0.063
17 H -2.9492 5.6064 10.7962  0.078
18 H -6.2322 6.9350 9.6561  0.118
19 H -6.0036 6.6410 7.8637  0.119
20 H -6.6761 4.6846 10.0963  0.104
21 H -7.6852 5.1399 8.7560  0.106
22 H -6.1629 3.9477 7.1012  0.108
23 H -6.5882 2.9152 8.3540  0.109
24 H -4.9756 1.8427 9.6353  0.090
25 H -4.7028 3.4293 10.4293  0.070
26 H -3.3899 2.4347 9.7651  0.082
27 H -3.6772 3.3187 6.1999  0.067
28 H -4.6303 2.0593 6.8225  0.064
29 H -2.9927 2.2280 7.4088  0.064
30 H -2.1909 5.2061 7.6703  0.112
31 C -4.8116 -10.7485 -1.9029  -0.036
32 C -6.2999 -10.3644 -2.0286  -0.528
33 C -6.8415 -11.3356 -3.0416  -0.045
34 C -6.9340 -10.3790 -0.7035  -0.193
35 C -8.3191 -9.8769 -0.5830  -0.211
36 C -8.2685 -8.4182 -0.9800  -0.121
37 C -7.6101 -8.1443 -2.3896  -0.407
38 C -8.6076 -8.5388 -3.5793  -0.028
39 C -7.2864 -6.5913 -2.6496  -0.035
40 N -6.3827 -8.9677 -2.5730  -0.129
41 O -5.7187 -8.8146 -3.7996  -0.013
42 H -4.3586 -9.9973 -1.2559  0.083
43 H -4.6482 -11.6981 -1.3933  0.087
44 H -4.3094 -10.7872 -2.8695  0.082
45 H -7.8691 -11.2093 -3.3823  0.069
46 H -6.3631 -11.1418 -4.0017  0.081
47 H -6.6153 -12.3838 -2.8465  0.090
48 H -7.0340 -11.3676 -0.2555  0.132
49 H -6.2652 -9.8282 -0.0421  0.129
50 H -9.0215 -10.5805 -1.0298  0.120
51 H -8.5121 -9.9220 0.4888  0.117
52 H -7.7833 -7.9155 -0.1433  0.122
53 H -9.3389 -8.2134 -0.9606  0.116
54 H -9.3739 -7.7641 -3.5526  0.070
55 H -9.0327 -9.4788 -3.2276  0.058
56 H -8.1347 -8.4583 -4.5580  0.080
57 H -8.0467 -5.9907 -2.1503  0.072
58 H -7.2273 -6.2104 -3.6692  0.068
59 H -6.2774 -6.3182 -2.3406  0.067
60 H -4.9373 -8.3611 -3.4751  0.104
61 C 5.0215 -11.8532 3.5306  -0.030
62 C 5.6734 -11.0669 2.3793  -0.501
63 C 4.5874 -10.2144 1.7053  -0.046
64 C 6.6844 -10.0639 2.9657  -0.146
65 C 8.0418 -10.6985 3.4614  -0.150
66 C 8.6515 -11.4902 2.2870  -0.162
67 C 7.6680 -12.5486 1.7801  -0.442
68 C 8.4592 -13.1289 0.5441  -0.052
69 C 7.4859 -13.7567 2.7545  -0.030
70 N 6.3902 -11.8662 1.3622  -0.118
71 O 5.6175 -12.7062 0.6234  -0.008
72 H 4.1210 -11.3943 3.9387  0.081
73 H 4.7220 -12.8540 3.2196  0.083
74 H 5.7661 -11.9412 4.3218  0.062
75 H 4.9813 -9.4664 1.0172  0.081
76 H 3.9093 -10.8825 1.1743  0.079
77 H 4.0584 -9.5860 2.4217  0.086
78 H 6.6776 -9.1172 2.4254  0.107
79 H 6.2655 -9.5031 3.8013  0.111
80 H 8.6260 -9.8511 3.8203  0.107
81 H 7.8046 -11.3769 4.2809  0.094
82 H 9.6318 -11.7297 2.6988  0.118
83 H 8.9521 -10.7572 1.5383  0.118
84 H 9.5340 -13.2972 0.4757  0.082
85 H 8.4346 -12.3030 -0.1668  0.074
86 H 7.9733 -13.9692 0.0482  0.073
87 H 8.4694 -14.1650 2.9873  0.082
88 H 6.9452 -14.5611 2.2559  0.082
89 H 7.0889 -13.5643 3.7512  0.060
90 H 5.2862 -12.2058 -0.1259  0.107
91 C -8.8142 2.5121 0.0458  -0.071
92 C -10.1229 3.1786 -0.2757  -0.448
93 C -10.5229 2.8455 -1.7996  -0.012
94 C -11.1218 2.5549 0.7674  -0.106
95 C -12.4339 3.4655 0.9166  -0.175
96 C -11.9154 4.8153 1.2400  -0.183
97 C -11.0525 5.5372 0.1729  -0.474
98 C -11.8579 6.0107 -1.0350  -0.017
99 C -10.4707 6.7565 0.9243  -0.051
100 N -9.8733 4.6454 -0.1203  -0.177
101 O -9.0152 5.0972 -1.0464  0.010
102 H -8.1328 3.0060 0.7385  0.087
103 H -9.0319 1.5534 0.5164  0.078
104 H -8.1452 2.2847 -0.7842  0.077
105 H -11.3485 2.1555 -1.9740  0.068
106 H -10.8133 3.7471 -2.3391  0.058
107 H -9.7649 2.3416 -2.3992  0.066
108 H -11.4250 1.5737 0.4023  0.111
109 H -10.5520 2.4888 1.6943  0.110
110 H -13.0713 3.5176 0.0340  0.107
111 H -12.9169 2.9796 1.7643  0.108
112 H -11.4989 4.5516 2.2122  0.123
113 H -12.7379 5.4566 1.5567  0.118
114 H -12.6284 6.5877 -0.5236  0.089
115 H -12.1753 5.0658 -1.4761  0.066
116 H -11.3928 6.6450 -1.7895  0.088
117 H -9.9612 7.4386 0.2436  0.078
118 H -9.7020 6.4690 1.6416  0.079
119 H -11.1232 7.2805 1.6227  0.079
120 H -8.2282 5.1172 -0.4970  0.112
121 C 11.1777 1.0119 3.3950  -0.015
122 C 10.8364 0.9459 4.9080  -0.469
123 C 10.7399 -0.5357 5.4246  -0.031
124 C 11.8485 1.6654 5.7667  -0.170
125 C 11.8059 3.1719 5.6512  -0.194
126 C 10.4617 3.6605 6.0797  -0.148
127 C 9.2702 3.0285 5.2998  -0.465
128 C 7.9646 3.2892 6.1430  -0.034
129 C 9.0863 3.6479 3.9065  -0.032
130 N 9.5484 1.5732 5.2898  -0.138
131 O 8.4842 0.7961 4.8723  -0.017
132 H 11.5570 1.9973 3.1244  0.059
133 H 11.9081 0.3076 2.9967  0.082
134 H 10.2756 0.9385 2.7875  0.081
135 H 10.3519 -1.2674 4.7159  0.074
136 H 11.7455 -0.9311 5.5680  0.077
137 H 10.1585 -0.6678 6.3370  0.081
138 H 11.6628 1.4806 6.8247  0.124
139 H 12.9047 1.4457 5.6103  0.123
140 H 12.6662 3.5006 6.2342  0.119
141 H 11.9161 3.4228 4.5962  0.099
142 H 10.4190 4.7426 5.9555  0.119
143 H 10.2373 3.5490 7.1405  0.113
144 H 7.0383 2.8680 5.7522  0.079
145 H 7.8019 4.3620 6.2472  0.078
146 H 8.1313 2.9822 7.1755  0.076
147 H 8.5436 3.0187 3.2011  0.077
148 H 10.0358 3.6696 3.3717  0.066
149 H 8.4599 4.5398 3.8870  0.081
150 H 8.0506 0.5644 5.6968  0.103
151 C 9.2980 1.6382 -6.9489  -0.043
152 C 7.7970 1.4838 -7.1567  -0.491
153 C 7.2568 0.2302 -6.3290  -0.011
154 C 7.0636 2.7270 -6.5317  -0.160
155 C 7.2637 4.0367 -7.2781  -0.167
156 C 6.7358 3.7781 -8.7067  -0.131
157 C 7.4486 2.6144 -9.4702  -0.493
158 C 6.5125 2.3910 -10.6414  -0.063
159 C 8.8309 3.0867 -10.0499  -0.016
160 N 7.4505 1.4526 -8.5703  -0.113
161 O 7.8414 0.2770 -9.2401  -0.007
162 H 9.8250 2.5332 -7.2796  0.070
163 H 9.4988 1.4820 -5.8890  0.076
164 H 9.8840 0.8188 -7.3653  0.083
165 H 7.6987 -0.6368 -6.8201  0.071
166 H 7.6763 0.3422 -5.3292  0.080
167 H 6.1707 0.1967 -6.4154  0.081
168 H 6.0206 2.4121 -6.5654  0.111
169 H 7.3361 2.7879 -5.4781  0.118
170 H 6.6482 4.6624 -6.6318  0.108
171 H 8.2960 4.3786 -7.2026  0.105
172 H 6.7744 4.7331 -9.2307  0.118
173 H 5.6900 3.4750 -8.6566  0.110
174 H 5.6132 2.0309 -10.1417  0.079
175 H 6.7873 1.5916 -11.3296  0.081
176 H 6.1369 3.2228 -11.2374  0.090
177 H 9.3348 2.1882 -10.4060  0.078
178 H 9.4465 3.4334 -9.2198  0.055
179 H 8.8069 3.8475 -10.8301  0.082
180 H 7.1108 -0.3220 -9.0694  0.099
181 C 0.1414 5.8275 -0.2520  -0.036
182 C -0.1548 7.3816 -0.1241  -0.407
183 C -0.9247 7.6482 1.2302  -0.027
184 C 1.2371 8.1743 -0.0786  -0.139
185 C 1.1066 9.6529 -0.3523  -0.196
186 C 0.3997 9.9321 -1.7019  -0.120
187 C -1.0147 9.2031 -1.8852  -0.451
188 C -2.1243 9.9938 -1.1714  -0.048
189 C -1.3579 9.1770 -3.4070  -0.042
190 N -0.8858 7.7951 -1.3539  -0.160
191 O -1.9735 7.0657 -1.6666  -0.015
192 H 0.3593 5.5402 -1.2806  0.072
193 H 0.9405 5.3950 0.3501  0.079
194 H -0.8334 5.3519 -0.1444  0.065
195 H -1.2747 8.6802 1.2554  0.055
196 H -1.7476 6.9627 1.4328  0.075
197 H -0.3059 7.6135 2.1268  0.074
198 H 1.6493 8.3145 0.9207  0.102
199 H 2.1388 7.6643 -0.4177  0.113
200 H 0.4948 10.1803 0.3796  0.108
201 H 2.1161 10.0462 -0.4725  0.112
202 H 1.0753 9.5759 -2.4796  0.110
203 H 0.1767 10.9918 -1.8264  0.109
204 H -3.0656 9.4456 -1.1319  0.082
205 H -2.2727 10.9520 -1.6692  0.079
206 H -2.0186 10.2048 -0.1072  0.063
207 H -1.2992 10.2293 -3.6850  0.077
208 H -2.3372 8.8508 -3.7571  0.081
209 H -0.5689 8.6700 -3.9624  0.081
210 H -1.7606 6.6803 -2.5197  0.107
211 C -2.7141 0.8939 -6.8404  -0.037
212 C -2.6511 1.3521 -8.3316  -0.463
213 C -1.3661 2.1402 -8.6632  -0.028
214 C -2.5496 0.0218 -9.1507  -0.159
215 C -2.9731 0.1019 -10.6081  -0.181
216 C -4.4494 0.5640 -10.7197  -0.130
217 C -4.6205 1.9606 -9.9840  -0.454
218 C -4.0037 3.1273 -10.8683  -0.021
219 C -6.1536 2.1007 -9.8257  -0.033
220 N -3.9809 1.9795 -8.6462  -0.118
221 O -4.1556 3.1953 -7.9333  -0.013
222 H -2.4584 1.6551 -6.1034  0.079
223 H -3.5665 0.2269 -6.7112  0.084
224 H -1.8722 0.2088 -6.7403  0.074
225 H -1.3843 2.7280 -9.5810  0.062
226 H -1.1604 2.8996 -7.9089  0.077
227 H -0.5221 1.4607 -8.7817  0.080
228 H -1.5801 -0.4761 -9.1672  0.113
229 H -3.1288 -0.7211 -8.6024  0.110
230 H -2.4482 0.7611 -11.2995  0.108
231 H -2.8207 -0.9086 -10.9871  0.107
232 H -5.0895 -0.2330 -10.3415  0.106
233 H -4.7239 0.6612 -11.7700  0.111
234 H -4.1691 2.8967 -11.9207  0.073
235 H -2.9138 3.1448 -10.8643  0.051
236 H -4.3364 4.1141 -10.5466  0.079
237 H -6.3397 2.8461 -9.0525  0.071
238 H -6.6629 1.1456 -9.6973  0.077
239 H -6.5633 2.5362 -10.7370  0.082
240 H -4.9661 3.0263 -7.4474  0.091
241 C 5.3026 -3.6932 10.1469  -0.069
242 C 4.1827 -3.4608 9.1376  -0.517
243 C 2.8445 -3.6620 9.7910  -0.066
244 O 4.1845 -2.1246 8.7563  -0.050
245 H 6.2215 -3.1508 9.9243  0.079
246 H 5.6217 -4.7353 10.1291  0.075
247 H 5.0241 -3.5081 11.1844  0.078
248 H 4.4202 -4.0900 8.2799  0.142
249 H 2.0631 -3.9277 9.0789  0.080
250 H 2.5165 -2.8279 10.4113  0.089
251 H 2.8987 -4.5807 10.3752  0.079
252 H 3.9981 -1.6972 9.5955  0.081
253 C 1.5865 -2.3579 0.6082  -0.062
254 C 0.4977 -2.1261 1.6908  -0.495
255 C -0.8591 -2.5798 1.0855  -0.069
256 O 0.6693 -2.9147 2.8093  -0.036
257 H 2.5998 -2.0977 0.9141  0.063
258 H 1.4136 -1.7032 -0.2459  0.076
259 H 1.7954 -3.3827 0.3013  0.079
260 H 0.3557 -1.0838 1.9763  0.133
261 H -0.8492 -3.4930 0.4904  0.075
262 H -1.3103 -1.8781 0.3839  0.070
263 H -1.6462 -2.6720 1.8339  0.073
264 H 1.4268 -2.5166 3.2445  0.094

Values from the calculation:
* spin multiplicity: 1
* total charge: 0
* M: 1378.248 g mol⁻¹
* HOMO: -7.8740 eV
* ΔE to the lowest compared entry with this formula, charge and spin: 232.1 kcal per mole
* gap between HOMO and LUMO: 8.27 eV